Density functional theory data (ωB97M-V/def2-TZVPD) for a molecular structure, C12H33ClI2O3P3Ti in a non-equilibrium geometry.

The expectation value of S² is 0.754. The HOMO-LUMO gap (alpha / beta) comes out at 7.283 / 7.370 eV. As for the total charge: +2. For the molecular weight, the calculation gives 655.44 g/mol. As for the LUMO energy (alpha / beta): -6.87 / -6.87 eV. For the HOMO energy (alpha / beta), the calculation gives -14.16 / -14.24 eV. As for the energy above the lowest of the compared OMol25 structures with the same formula, charge and spin: 0.0 kJ/mol. Its spin multiplicity is 2.

Structure (XYZ):
```
55
Properties=species:S:1:pos:R:3:forces:R:3
I -0.93931 -5.04318 -2.88400 0.233 -0.077 1.311
I -0.56952 -5.10928 -0.11654 -0.224 0.216 -1.302
Ti -0.16260 -0.76676 -1.01415 -0.070 -2.007 -0.964
P 2.20529 -1.60214 -0.56597 0.117 0.384 0.013
C 2.87366 -1.73977 1.11212 -0.048 -0.071 0.322
C 2.69930 -3.06602 -1.48960 0.125 -0.138 -0.075
H 3.79447 -3.15273 -1.44777 -0.319 -0.220 -0.108
H 4.20720 -0.41532 -1.21112 -0.200 0.188 -0.080
H 2.34754 -2.97544 -2.52761 0.194 -0.012 0.299
H 2.81217 0.08813 -2.22717 0.155 -0.128 0.233
H 2.39330 -2.58681 1.62268 0.267 0.254 -0.066
H 2.20200 -3.93870 -1.03428 0.355 0.254 -0.169
C 3.13805 -0.16347 -1.20846 0.162 -0.019 -0.110
H 3.96452 -1.88647 1.09137 -0.351 -0.015 -0.025
H 2.96405 0.70000 -0.54350 0.102 -0.416 -0.235
H 2.64971 -0.80745 1.66051 0.077 -0.440 -0.232
P -2.70075 -0.78620 -1.09838 0.101 0.444 -0.094
C -3.74583 -0.65247 0.37773 -0.007 -0.218 0.257
C -2.95094 0.85934 -1.87239 -0.272 -0.088 -0.268
H -2.83467 -2.12469 -3.08712 -0.230 0.124 0.234
H -4.46111 -1.80506 -2.35246 0.200 -0.293 -0.069
H -3.31919 -3.02411 -1.64340 -0.179 0.292 -0.111
C -3.41020 -2.05366 -2.15390 -0.284 -0.075 -0.228
H -2.35683 0.94725 -2.79405 -0.243 -0.057 0.241
H -4.02103 0.95305 -2.10508 0.274 0.183 -0.050
H -4.79225 -0.46035 0.09820 0.311 -0.084 0.072
H -3.38842 0.16731 1.02028 -0.147 -0.268 -0.241
H -2.66242 1.66789 -1.17793 -0.163 -0.414 -0.196
H -3.68150 -1.59646 0.93568 -0.185 0.267 -0.072
Cl 0.02769 -1.13713 -3.29197 -0.066 0.144 0.520
C 0.11620 -1.07684 3.24777 0.560 0.135 0.069
C -1.00308 -0.62231 2.36685 -0.020 -0.347 -1.024
O -0.43667 -0.36508 0.96776 -0.208 2.889 1.175
P -0.17707 1.55995 0.62838 1.621 -2.357 -0.374
O 1.37093 1.82641 1.06537 -1.173 0.454 0.258
C 1.70111 2.89870 2.11318 -0.329 -0.559 -0.527
C 0.67281 2.83963 3.22250 0.302 -0.103 0.326
O 0.16786 1.10121 -0.98508 0.340 3.159 1.701
C 0.85379 2.68395 -1.82623 -1.162 -1.785 0.693
C -0.29127 3.60395 -1.75020 -0.298 0.047 -0.293
H 0.57836 -2.00367 2.89994 -0.245 0.047 0.038
H -0.23358 -1.21875 4.27299 -0.012 0.003 -0.093
H 0.89889 -0.30775 3.24731 -0.104 -0.183 0.169
H -1.83458 -1.35900 2.31656 0.717 0.427 -0.416
H -1.43490 0.31190 2.72967 0.033 0.111 -0.167
H 2.72484 2.63796 2.44108 -0.663 0.170 -0.218
H 1.70416 3.86904 1.59701 0.053 -0.408 0.023
H 0.87070 1.94174 3.82479 -0.302 0.283 -0.045
H 0.79489 3.72125 3.86522 -0.113 -0.249 -0.091
H -0.36740 2.82172 2.84406 0.545 0.179 0.264
H 1.67530 2.85741 -1.15372 0.322 -0.118 0.071
H 1.07174 2.14391 -2.74395 0.038 0.333 -0.015
H -0.70124 3.77320 -0.74235 0.367 -0.031 -0.288
H 0.08712 4.57064 -2.09851 0.056 0.140 -0.062
H -1.09128 3.30154 -2.42209 -0.010 0.052 0.018
```
Forces are in eV/Å.